No. 1
Below is a molecular structure, C25H21BrClCoIN3O3 in a non-equilibrium geometry, with properties calculated with ωB97M-V with the def2-TZVPD basis set.

Cartesian coordinates (Å):
Co: 0.030 0.786 -0.027
Cl: 3.582 1.041 5.806
C: 3.049 1.006 4.161
C: 3.992 0.995 3.158
C: 3.604 0.982 1.820
I: 5.010 0.974 0.275
C: 2.261 0.975 1.458
O: 1.831 0.976 0.224
C: 1.297 0.972 2.505
N: 0.005 0.946 2.095
C: -0.952 0.952 3.006
C: -0.678 0.987 4.367
C: 0.627 1.007 4.813
C: 1.667 0.995 3.871
H: 5.040 1.007 3.424
H: -1.961 0.917 2.616
H: -1.494 0.986 5.077
H: 0.846 1.030 5.871
N: -0.571 5.043 -0.044
C: 0.764 5.100 -0.367
C: 1.146 3.811 -0.569
N: 0.067 2.981 -0.384
C: -0.949 3.750 -0.064
H: -1.166 5.825 0.164
H: 1.315 6.022 -0.425
H: 2.114 3.425 -0.841
H: -1.952 3.406 0.128
C: -1.398 -4.305 -0.238
C: 0.048 -3.810 -0.094
C: 0.892 -4.304 -1.275
C: 0.645 -4.313 1.228
C: 0.048 -2.339 -0.080
C: 0.062 -1.125 -0.085
H: -1.427 -5.397 -0.242
H: -1.833 -3.939 -1.168
H: -2.007 -3.941 0.591
H: 0.911 -5.397 -1.297
H: 1.916 -3.939 -1.189
H: 0.475 -3.943 -2.215
H: 0.655 -5.406 1.248
H: 0.055 -3.953 2.071
H: 1.668 -3.952 1.344
Br: -4.259 -0.763 -6.185
C: -2.894 -0.274 -4.955
C: -1.576 -0.280 -5.379
C: -0.589 0.139 -4.503
C: -0.924 0.535 -3.218
C: -2.242 0.481 -2.780
C: -3.239 0.087 -3.666
C: -2.664 0.825 -1.363
O: -3.842 0.942 -1.099
O: -1.721 0.952 -0.469
H: -1.324 -0.604 -6.380
H: 0.446 0.157 -4.817
H: -0.142 0.909 -2.574
H: -4.265 0.058 -3.328

The frontier orbital gap (spin up / spin down) is 7.51 / 6.42 eV. As for the total charge: 0. As for the electronic energy: -165169.879 eV. The HOMO energy (spin up / spin down) comes out at -8.1 / -8.0 eV. As for the expectation value of S²: 6.01. For the relative energy (zero: lowest compared OMol25 entry of this formula, charge and spin), the calculation gives 20.7 kcal per mole. The spin multiplicity is 5.

natural (NBO) population analysis, charges in e, atoms 1 to 2:
1. Co 1.73
2. Cl 0.01

=====

No. 2
Below is a molecular structure, C25H21BrN2O2Pt in a non-equilibrium geometry, with properties calculated with ωB97M-V with the def2-TZVPD basis set.

Cartesian coordinates (Å):
C: -0.587 -1.043 -4.506
C: -0.733 -2.131 -3.564
C: -1.800 -1.673 -2.612
H: -0.465 -3.184 -3.723
C: -1.872 -0.218 -2.784
C: -1.256 0.082 -4.038
H: -1.365 1.017 -4.581
H: -0.081 -1.111 -5.459
H: -2.441 -2.320 -2.039
H: -2.537 0.422 -2.197
Pt: 0.003 -1.443 -1.682
Br: 1.997 -2.848 -1.335
C: 3.127 0.816 -2.984
C: 2.340 1.686 -3.801
C: 2.444 1.230 -5.152
H: 1.774 2.555 -3.440
C: 3.276 0.054 -5.171
C: 3.718 -0.186 -3.842
H: 4.364 -0.988 -3.520
H: 3.204 0.880 -1.917
H: 2.079 1.766 -6.022
H: 3.476 -0.561 -6.085
O: 1.345 1.733 -0.721
C: 0.486 1.191 -0.048
N: 0.085 1.625 1.239
C: -0.619 0.559 1.936
C: -1.244 -0.123 0.663
O: -2.360 -0.606 0.572
N: -0.324 0.052 -0.357
C: 0.437 -0.341 2.623
C: 0.586 -1.662 2.227
C: 1.658 -2.448 2.683
C: 2.529 -1.958 3.657
C: 2.327 -0.653 4.131
C: 1.301 0.156 3.606
C: -1.756 0.986 2.853
C: -2.102 0.316 4.040
C: -3.327 0.595 4.679
C: -4.192 1.565 4.152
C: -3.813 2.262 2.994
C: -2.592 1.984 2.368
H: 0.749 2.214 1.727
H: -0.153 -2.088 1.549
H: 1.792 -3.442 2.252
H: 3.361 -2.570 4.030
H: 2.979 -0.239 4.903
H: 1.143 1.167 3.987
H: -1.425 -0.438 4.447
H: -3.610 0.043 5.582
H: -5.151 1.776 4.645
H: -4.474 3.011 2.559
H: -2.301 2.531 1.474

The frontier orbital gap (spin up / spin down) is 3.85 / 3.85 eV. As for the total charge: -2. As for the electronic energy: -106628.367 eV. The HOMO energy (spin up / spin down) comes out at 0.4 / 0.4 eV. As for the expectation value of S²: 2.02. For the relative energy (zero: lowest compared OMol25 entry of this formula, charge and spin), the calculation gives 13.6 kcal per mole. The spin multiplicity is 3.

natural (NBO) population analysis, charges in e, atoms 1 to 2:
1. C -0.21
2. C -0.39

=====

No. 3
Below is a molecular structure, C25H21BrN2O2Ru in a non-equilibrium geometry, with properties calculated with ωB97M-V with the def2-TZVPD basis set.

Cartesian coordinates (Å):
C: -0.029 -3.951 -1.393
C: 0.789 -2.904 -0.839
C: 0.062 -2.309 0.228
H: 1.769 -2.631 -1.211
C: -1.231 -2.876 0.303
C: -1.332 -3.885 -0.703
H: -2.128 -4.617 -0.814
H: 0.325 -4.778 -1.997
H: 0.528 -1.686 0.984
H: -2.046 -2.595 0.967
Ru: -1.140 -2.560 -2.342
Br: 0.598 -0.903 -3.213
C: -2.516 -1.731 -3.871
C: -3.144 -2.727 -3.057
C: -2.440 -3.972 -3.259
H: -3.988 -2.539 -2.396
C: -1.292 -3.707 -4.099
C: -1.410 -2.344 -4.546
H: -0.740 -1.861 -5.254
H: -2.788 -0.679 -3.929
H: -2.754 -4.943 -2.881
H: -0.526 -4.402 -4.421
O: -2.679 -0.114 0.224
C: -1.545 0.347 0.205
N: -1.123 1.424 1.002
C: 0.284 1.606 0.979
C: 0.654 0.614 -0.139
O: 1.825 0.488 -0.506
N: -0.444 -0.082 -0.529
C: 0.613 3.068 0.703
C: 1.065 3.495 -0.542
C: 1.394 4.845 -0.725
C: 1.251 5.759 0.319
C: 0.763 5.328 1.559
C: 0.436 3.983 1.749
C: 0.982 1.148 2.259
C: 2.352 1.419 2.391
C: 3.028 1.059 3.558
C: 2.344 0.388 4.579
C: 0.985 0.089 4.430
C: 0.303 0.457 3.261
H: -1.761 1.820 1.670
H: 1.183 2.776 -1.356
H: 1.782 5.163 -1.691
H: 1.517 6.807 0.178
H: 0.650 6.016 2.396
H: 0.060 3.627 2.714
H: 2.877 1.893 1.557
H: 4.088 1.304 3.657
H: 2.870 0.102 5.491
H: 0.434 -0.428 5.215
H: -0.752 0.200 3.137

The frontier orbital gap (spin up / spin down) is 6.25 / 5.17 eV. As for the total charge: 0. As for the electronic energy: -105960.605 eV. The HOMO energy (spin up / spin down) comes out at -6.4 / -8.4 eV. As for the expectation value of S²: 6.04. For the relative energy (zero: lowest compared OMol25 entry of this formula, charge and spin), the calculation gives 57.6 kcal per mole. The spin multiplicity is 5.

Löwdin population analysis, charges in e, atoms 1 to 2:
1. C -0.29
2. C -0.18